No. 1
Below is C22H28N6 as an isolated structure at a distorted geometry, with properties calculated with ωB97M-V with the def2-TZVPD basis set.

Results
- energy relative to the best compared isomer or geometry (same formula, charge and spin) (kcal per mole) = 808.6
- lowest unoccupied orbital energy (eV) = 0.7
- gap between HOMO and LUMO (hartree) = 0.2588

```
56
Properties=species:S:1:pos:R:3:forces:R:3
C -2.416 1.239 0.964 -3.26 0.47 0.44
C -2.385 0.854 2.388 -2.07 2.14 1.87
N -2.336 0.587 3.529 -5.35 2.79 -1.48
H -3.372 0.884 0.581 -0.47 0.14 0.02
H -1.647 0.708 0.402 -2.12 1.15 0.33
H -2.300 2.319 0.878 -0.68 -0.31 -0.08
N -0.262 0.499 4.010 4.09 0.16 1.61
C 0.531 -0.575 4.492 1.34 1.64 -3.16
C 1.630 -0.643 3.564 -1.40 1.60 2.03
C 1.496 0.498 2.680 11.55 6.25 13.27
C 0.312 1.182 2.967 2.22 2.13 6.27
H -1.018 0.948 4.508 0.46 -0.50 0.30
H 0.290 -1.103 5.403 -0.13 -0.09 -0.35
H 2.390 -1.403 3.461 -0.10 0.07 0.22
H 2.188 0.744 1.888 0.13 0.24 0.19
H -0.097 2.098 2.566 0.22 -0.73 0.25
N -0.226 1.886 -0.984 2.62 12.97 8.41
C -0.231 1.807 0.366 0.22 3.07 -2.48
C -0.365 3.125 0.842 1.17 0.25 -0.46
C -0.118 4.017 -0.249 0.62 -1.30 0.22
C 0.076 3.202 -1.375 -1.24 1.34 3.00
H -0.283 1.209 -1.732 -0.56 8.32 4.88
H -0.323 0.815 0.783 0.70 2.66 -0.52
H -0.724 3.404 1.822 0.45 0.39 0.08
H 0.154 5.047 -0.070 -0.43 0.19 -0.47
H 0.243 3.440 -2.415 0.11 0.63 1.13
N 0.226 -0.331 1.454 -5.03 -12.22 -9.63
C 0.642 -0.963 0.262 -0.67 -0.67 4.34
C -0.509 -1.501 -0.332 0.34 -0.97 1.25
C -1.514 -1.261 0.530 -3.12 -1.81 1.36
C -1.101 -0.649 1.679 4.32 -3.03 -0.34
H 0.853 0.193 2.048 -7.06 -3.82 -7.57
H 1.673 -0.895 -0.050 -0.14 0.11 0.01
H -0.555 -1.921 -1.326 -0.74 0.43 0.38
H -2.559 -1.519 0.443 -0.09 -0.33 -0.45
H -1.560 -0.385 2.620 1.49 -2.62 -1.59
N -1.245 0.588 -2.169 -4.01 -6.62 -4.84
C 0.069 0.217 -1.880 3.12 -8.00 -8.90
C 0.839 1.099 -2.631 2.17 -3.27 -5.15
C 0.017 1.913 -3.462 -1.29 -2.24 -0.38
C -1.304 1.600 -3.105 0.56 -0.84 -1.53
H -2.024 0.106 -1.744 0.09 0.20 -0.09
H 0.314 -0.526 -1.136 0.27 2.57 -2.25
H 1.919 1.126 -2.636 -0.08 0.01 0.29
H 0.383 2.628 -4.184 -0.27 0.01 0.12
H -2.283 1.910 -3.438 0.30 0.32 0.00
N 0.985 -4.687 -1.908 -0.43 0.87 0.55
C 1.935 -4.736 -2.895 -0.43 -1.00 0.98
C 2.536 -3.519 -2.957 0.19 -0.21 -1.51
C 1.820 -2.681 -2.129 -0.44 0.97 3.24
C 0.882 -3.384 -1.336 2.28 -2.68 -3.09
H 0.432 -5.513 -1.730 -0.13 0.46 0.33
H 2.089 -5.719 -3.317 0.32 0.30 -0.38
H 3.352 -3.178 -3.577 -0.07 -0.30 -0.06
H 2.234 -1.724 -1.848 -0.42 0.29 -0.29
H 0.247 -3.077 -0.518 0.84 -1.59 -0.32
```
Positions in Å, forces in eV/Å.



No. 2
Below is an isolated molecule of C22H28N6O5 at a distorted geometry, with properties calculated with ωB97M-V with the def2-TZVPD basis set.

Results
- energy relative to the best compared isomer or geometry (same formula, charge and spin) (kcal per mole) = 149.4
- lowest unoccupied orbital energy (eV) = 0.6
- gap between HOMO and LUMO (hartree) = 0.3163

```
61
Properties=species:S:1:pos:R:3:forces:R:3
C -6.676 -1.088 1.146 -0.03 -0.01 0.01
O -5.427 -0.437 1.178 0.08 0.04 0.17
C -4.503 -0.886 0.227 0.21 -0.07 -0.10
C -3.878 -2.252 0.587 -0.73 0.41 0.30
N -2.846 -2.589 -0.344 1.41 0.12 -0.41
N -3.092 -3.357 -1.412 -1.25 -0.25 0.26
N -2.030 -3.423 -2.092 -0.04 -0.52 -0.81
N -1.056 -2.718 -1.533 0.68 0.52 0.47
C -1.549 -2.190 -0.435 -0.82 -0.44 0.07
C -0.893 -1.262 0.531 0.19 0.19 0.01
C -1.050 0.159 -0.001 -0.12 0.18 0.06
C -0.861 0.467 -1.339 -0.10 -0.01 0.11
C -1.003 1.773 -1.775 0.02 0.08 -0.03
C -1.336 2.806 -0.907 -0.03 0.18 0.03
O -1.477 4.108 -1.312 -0.02 -0.31 0.42
C -1.294 4.419 -2.671 0.03 0.06 -0.24
C -1.543 2.500 0.453 0.00 -0.12 0.07
O -1.874 3.353 1.458 0.14 -0.34 -0.11
C -2.159 4.713 1.216 -0.13 0.52 0.05
C -1.399 1.180 0.870 0.02 0.15 -0.28
N 0.450 -1.709 0.854 -0.26 -0.23 0.17
C 1.442 -1.776 -0.198 0.18 0.22 -0.34
C 2.226 -0.467 -0.410 -0.14 -0.38 -0.36
N 2.797 -0.034 0.844 -0.07 0.10 0.08
C 4.098 -0.037 1.217 -0.33 0.20 0.09
O 4.431 0.130 2.383 0.27 -0.12 -0.04
C 5.158 -0.206 0.204 1.17 -0.24 0.56
C 6.477 -0.474 0.476 -0.86 0.12 0.00
C 7.148 -0.484 -0.764 -0.29 0.10 -0.46
C 6.200 -0.213 -1.702 0.76 -0.15 0.06
O 4.998 -0.044 -1.132 -0.38 0.14 -0.09
C 1.784 0.141 1.867 -0.05 -0.01 0.45
C 1.026 -1.178 2.072 0.13 0.24 0.05
H -6.610 -2.124 1.495 -0.04 0.01 -0.01
H -7.325 -0.528 1.816 -0.07 -0.09 -0.03
H -7.100 -1.078 0.136 -0.01 0.00 0.01
H -3.716 -0.126 0.197 -0.07 -0.14 -0.11
H -4.966 -0.959 -0.769 0.08 0.01 0.06
H -3.472 -2.212 1.601 -0.04 -0.07 -0.11
H -4.629 -3.043 0.526 0.15 0.04 0.09
H -1.453 -1.322 1.474 0.04 0.03 -0.14
H -0.606 -0.305 -2.048 0.01 -0.08 -0.09
H -0.847 1.981 -2.821 0.00 0.09 -0.10
H -2.014 3.894 -3.306 0.04 0.01 0.02
H -1.466 5.492 -2.745 0.03 -0.08 -0.06
H -0.277 4.193 -3.004 -0.05 -0.01 0.01
H -2.995 4.833 0.524 0.06 0.00 0.06
H -1.289 5.248 0.830 -0.09 -0.04 0.05
H -2.433 5.119 2.190 0.01 0.00 -0.08
H -1.572 0.981 1.917 -0.04 -0.03 0.17
H 0.954 -2.081 -1.123 0.21 -0.01 0.06
H 2.154 -2.557 0.093 0.04 0.02 -0.11
H 2.999 -0.633 -1.154 -0.15 0.03 0.06
H 1.556 0.321 -0.770 0.15 -0.07 -0.01
H 6.891 -0.639 1.449 0.00 0.00 0.23
H 8.190 -0.664 -0.935 0.20 -0.03 -0.11
H 6.251 -0.116 -2.769 -0.10 0.03 -0.13
H 2.286 0.435 2.790 -0.13 0.01 -0.11
H 1.099 0.933 1.549 0.09 -0.04 0.04
H 0.245 -1.045 2.823 -0.02 -0.03 0.05
H 1.736 -1.926 2.443 -0.01 0.08 0.09
```
Positions in Å, forces in eV/Å.



No. 3
Below is C22H29AsN2OReS6Sb as an isolated structure at a distorted geometry, with properties calculated with ωB97M-V with the def2-TZVPD basis set.

Results
- net charge = +2
- lowest unoccupied orbital energy (alpha / beta) (eV) = -8.4 / -8.4
- gap between HOMO and LUMO (alpha / beta) (hartree) = 0.1944 / 0.1936

```
63
Properties=species:S:1:pos:R:3:forces:R:3
Re 0.590 0.904 1.117 -0.26 -1.26 0.37
C 4.879 -0.041 1.673 0.29 0.67 0.61
C 3.469 0.399 1.989 0.12 -0.32 -1.12
N 2.565 0.384 0.992 0.47 -0.27 1.32
N 3.033 -0.165 -0.214 -1.60 1.22 -0.72
C 2.309 0.207 -1.231 1.32 -0.68 0.32
S 0.916 1.313 -1.095 0.53 -0.46 0.86
S 2.701 -0.445 -2.822 -0.08 0.59 0.16
C 2.936 -2.182 -2.356 -0.46 -0.71 0.62
C 1.582 -2.862 -2.309 -0.37 0.02 0.09
C 0.892 -3.104 -3.512 -0.56 -0.16 1.01
C -0.415 -3.593 -3.469 0.06 -0.04 0.26
C -1.041 -3.858 -2.241 0.70 0.24 0.09
C -0.353 -3.629 -1.041 0.14 0.30 -0.79
C 0.956 -3.127 -1.076 -0.28 0.18 -0.60
C 3.190 0.929 3.291 -1.59 0.33 -0.57
C 4.037 0.673 4.373 0.09 0.55 0.53
C 3.888 1.361 5.563 -0.02 -0.14 -0.17
C 2.891 2.330 5.718 -0.66 -0.17 -0.97
C 1.986 2.564 4.679 0.17 -0.52 -0.03
C 2.088 1.819 3.501 -0.16 0.63 -1.18
O 1.168 2.133 2.479 1.14 -1.05 1.03
H 5.127 0.183 0.634 -0.02 -0.13 0.25
H 5.042 -1.106 1.859 -0.19 0.02 -0.10
H 5.554 0.521 2.348 -0.25 -0.39 -0.56
H 3.436 -2.244 -1.380 0.00 0.11 -0.49
H 3.563 -2.635 -3.116 0.19 0.11 -0.13
H 1.342 -2.873 -4.462 0.19 0.00 -0.17
H -0.955 -3.771 -4.398 0.13 -0.01 0.19
H -2.049 -4.243 -2.216 -0.10 -0.07 -0.04
H -0.860 -3.790 -0.098 0.10 -0.15 0.04
H 1.454 -2.865 -0.144 0.13 -0.25 -0.19
H 4.822 -0.050 4.250 0.20 -0.11 0.13
H 4.551 1.178 6.391 0.14 -0.16 0.04
H 2.795 2.856 6.654 0.01 0.16 0.04
H 1.161 3.260 4.721 0.06 0.12 0.30
S -0.009 -0.324 4.838 -1.37 -0.29 -1.36
As -1.463 -0.761 3.382 1.08 0.48 2.01
S -0.239 -1.122 1.318 0.99 1.36 -1.00
S -1.488 2.130 1.194 -0.55 -0.09 -0.60
S -2.559 1.366 2.752 0.12 0.09 -0.01
C -4.216 -0.982 0.125 0.79 0.18 -0.17
C -4.521 0.475 -0.242 0.43 0.48 0.22
Sb -2.702 1.428 -0.956 -0.03 0.18 -0.24
C -2.622 3.484 -1.778 -0.19 -0.39 -0.11
C -3.798 3.817 -2.706 -0.22 -0.43 0.05
C -1.857 -0.050 -2.342 0.58 0.04 0.27
C -2.867 -0.536 -3.386 -0.73 0.58 0.25
H -5.089 -1.522 0.472 -0.28 0.14 0.01
H -3.457 -1.037 0.920 -0.25 0.05 -0.16
H -3.810 -1.524 -0.737 -0.14 0.02 0.16
H -4.801 1.107 0.605 -0.19 -0.27 -0.03
H -5.250 0.601 -1.042 -0.01 -0.05 0.01
H -1.648 3.486 -2.298 -0.36 0.09 0.29
H -2.595 4.123 -0.891 0.14 -0.14 -0.15
H -3.821 3.128 -3.555 -0.07 0.14 0.04
H -3.756 4.833 -3.113 0.32 -0.15 0.21
H -4.754 3.739 -2.174 0.18 -0.01 -0.10
H -1.483 -0.847 -1.676 -0.03 0.21 -0.35
H -0.998 0.482 -2.780 -0.36 -0.37 0.08
H -3.743 -1.005 -2.914 0.32 -0.07 -0.16
H -2.439 -1.240 -4.115 0.12 0.22 0.46
H -3.265 0.317 -3.953 0.15 -0.20 -0.05
```
Positions in Å, forces in eV/Å.